This record from OMol25 describes a 2-piece molecular cluster, C3H2O3 overall. The level of theory is the ωB97M-V functional and the def2-TZVPD basis.

Values from the calculation:
LUMO (Ha): 0.027
DFT total energy (eV): -9281.8325
Gap between HOMO and LUMO (Ha): 0.3410
Highest occupied orbital energy (eV): -8.553
Energy above the lowest of the compared OMol25 structures with the same formula, charge and spin (eV): 3.694
SMILES: C1=CO1.O=C=O

XYZ file:
```
8
Properties=species:S:1:pos:R:3:mulliken_charge:R:1
C 0.67805 0.13006 0.20334 0.03
C -0.39398 -0.57325 -0.07987 -0.34
O -0.11621 0.57771 1.17666 -0.41
H 1.60274 0.58847 -0.08827 0.33
H -1.07726 -1.40466 -0.10037 0.38
O -3.61905 1.56636 0.86181 -0.36
C -2.90769 1.29214 0.00112 0.75
O -2.25016 1.04695 -0.92011 -0.38
```

This record from OMol25 describes one molecule with the formula C4H13N3. The level of theory is the ωB97M-V functional and the def2-TZVPD basis.

Values from the calculation:
LUMO (Ha): 0.041
DFT total energy (eV): -8828.1502
Gap between HOMO and LUMO (Ha): 0.3376
Highest occupied orbital energy (eV): -8.074
Energy above the lowest of the compared OMol25 structures with the same formula, charge and spin (eV): 1.262
SMILES: C[C@H](CN)NCN

XYZ file:
```
20
Properties=species:S:1:pos:R:3:mulliken_charge:R:1
C -2.12316 0.06486 -0.12250 -1.37
C -0.75297 -0.07275 -0.78411 0.16
C -0.13865 -1.43889 -0.30797 -0.89
N 1.24135 -1.59887 -0.77832 -0.64
N 0.06738 1.08614 -0.37604 -0.39
C 0.49001 1.29586 1.01189 -0.69
N 1.91677 0.79305 1.10584 -0.46
H -2.78394 0.36020 -0.94266 0.35
H -2.53816 -0.81707 0.34210 0.37
H -2.27549 0.91740 0.55400 0.38
H -0.67597 -0.12281 -1.87002 0.44
H -0.70622 -2.16319 -0.89367 0.47
H -0.29916 -1.66537 0.75251 0.33
H 1.23465 -1.91676 -1.73648 0.27
H 1.71506 -0.70395 -0.71768 0.27
H 0.80818 1.38509 -0.99401 0.31
H -0.19298 0.67699 1.59057 0.40
H 0.45024 2.37873 1.13028 0.31
H 2.58398 1.52616 1.28761 0.20
H 1.97906 0.01520 1.74867 0.19
```

This record from OMol25 describes C11H23InNO4S as an isolated structure. The level of theory is the ωB97M-V functional and the def2-TZVPD basis.

Values from the calculation:
Total charge: -1
LUMO (Ha): 0.100
DFT total energy (eV): -37469.3215
Gap between HOMO and LUMO (Ha): 0.2757
Highest occupied orbital energy (eV): -4.788
Energy above the lowest of the compared OMol25 structures with the same formula, charge and spin (eV): 0.000

XYZ file:
```
41
Properties=species:S:1:pos:R:3:mulliken_charge:R:1
N 3.40654 0.37267 0.41791 -0.80
C 2.39133 1.00321 -0.03581 -0.20
C 0.96609 0.65450 -0.01070 -0.80
In 0.25259 -0.17266 -1.96509 1.07
O 0.70919 1.21111 -3.44949 -0.85
C -1.94638 -0.33267 -1.90414 -1.23
C -2.41640 -1.18575 -0.72491 -0.41
C -3.89279 -1.56502 -0.84312 -0.66
S -4.41792 -2.70243 0.48582 -0.28
C 1.21801 -2.10609 -2.45948 -1.15
C 2.29953 -2.55283 -1.48610 0.35
O 1.82461 -3.71900 -0.73245 -0.27
C 2.35994 -3.95345 0.45732 0.08
O 2.86163 -3.15403 1.20287 -0.49
H 3.10060 -0.48777 0.88280 0.27
H 2.62309 1.94401 -0.55045 0.42
H 0.38229 1.57246 0.10774 0.19
H 0.74876 -0.00787 0.83359 0.36
H 1.65139 1.20015 -3.63473 0.21
H -2.34281 0.68246 -1.81407 0.30
H -2.29335 -0.76017 -2.85068 0.40
H -1.83429 -2.10894 -0.63896 0.31
H -2.27990 -0.61254 0.19790 0.26
H -4.07061 -2.03821 -1.80831 0.39
H -4.50624 -0.66452 -0.80288 0.36
H -5.24670 -3.45909 -0.24078 0.09
H 1.63291 -2.04774 -3.46802 0.28
H 0.44120 -2.87454 -2.48206 0.35
H 3.20854 -2.88652 -1.99613 0.29
H 2.58425 -1.79284 -0.76404 -0.23
H 2.28411 -5.02495 0.70503 0.37
C 0.67607 2.79498 3.11121 -1.11
C -0.65461 3.39383 2.72710 0.90
O -1.58048 2.72545 2.33682 -0.54
C -0.77274 4.89719 2.86582 -1.15
H 0.66010 1.71920 2.95608 0.22
H 1.47398 3.22825 2.50600 0.32
H 0.87843 3.01157 4.16258 0.44
H -0.02578 5.38883 2.23989 0.31
H -0.58617 5.19365 3.89998 0.32
H -1.76802 5.21608 2.56591 0.32
```

This record from OMol25 describes C4H4CuO2 as an isolated structure. The level of theory is the ωB97M-V functional and the def2-TZVPD basis.

Values from the calculation:
LUMO (spin up / spin down) (Ha): -0.002 / -0.046
DFT total energy (eV): -52942.5476
Gap between HOMO and LUMO (spin up / spin down) (Ha): 0.3076 / 0.2513
Spin multiplicity: 2
Highest occupied orbital energy (spin up / spin down) (eV): -8.421 / -8.083
Energy above the lowest of the compared OMol25 structures with the same formula, charge and spin (eV): 0.713

XYZ file:
```
11
Properties=species:S:1:pos:R:3:mulliken_spin:R:1
O -1.17908 1.15318 -0.96841 0.02
C -0.15501 1.25918 -0.11427 -0.04
H -0.31730 1.93481 0.74206 0.01
C 1.09681 0.65991 -0.37251 0.07
C 1.69449 0.01908 0.85369 0.07
C 0.28545 -0.54963 0.85298 0.50
O 0.03212 -1.69328 0.27078 0.27
Cu -1.43519 -0.66092 -0.43258 0.08
H 1.24361 0.16099 -1.33421 0.01
H 1.90788 0.68120 1.70285 0.00
H 2.50839 -0.68416 0.63332 0.01
```